Model i:
Below is a cluster of 2 separate species, C5H14N3 in total, with properties calculated with wB97M-V/def2-TZVPD.

```
! RIJCOSX wB97M-V def2-TZVPD def2/J DEFGRID3
* xyz 1 1
N 0.60527 0.04537 3.15747
C -0.02539 0.61340 1.65166
N 0.92008 1.11688 0.76736
N -1.15371 1.53519 1.64935
H 0.98986 0.95225 3.42794
H -0.37822 0.07398 3.44488
H 1.26515 2.00755 1.11636
H 1.62088 0.42134 1.04318
H -0.71529 2.43203 1.86275
H -1.41426 1.50480 0.66268
C -0.14635 -0.33772 -1.95225
C -0.09576 -1.45059 -1.18752
C 0.97145 -1.69407 -0.16933
C -1.20389 -0.11788 -2.99392
H 0.56314 0.49115 -1.85117
H -0.84185 -2.23189 -1.32345
H 0.73298 -1.10746 0.75510
H 0.95663 -2.73770 0.15128
H 1.96417 -1.35901 -0.46862
H -1.72040 -1.06327 -3.19921
H -0.88877 0.36738 -3.92748
H -2.00574 0.53825 -2.61707
*
```



Model ii:
Below is the ion C5H14N3 with charge +1, with properties calculated with wB97M-V/def2-TZVPD.

```
! RIJCOSX wB97M-V def2-TZVPD def2/J DEFGRID3
* xyz 1 1
H -0.42347 1.84251 3.47695
N 0.30518 1.76970 2.78469
C 0.74238 0.79508 2.14693
N 0.36270 -0.55880 2.15354
C 0.69107 -1.24650 0.91861
C -0.37933 -1.15936 -0.23937
C -0.05475 -0.26880 -1.41722
C 0.69531 0.96986 -1.27206
N -1.64796 0.21309 -1.98173
H 1.66396 1.01329 1.58734
H 0.09381 -1.20107 2.88054
H 1.69901 -0.98502 0.57498
H 0.74375 -2.31870 1.15001
H -0.47804 -2.14072 -0.69623
H -1.29408 -0.84326 0.24692
H 0.15824 -0.82298 -2.33072
H 0.61164 1.74890 -2.02473
H 1.73867 0.62816 -1.17712
H 0.69031 1.55872 -0.33452
H -2.22420 0.66609 -1.27471
H -2.16071 -0.54677 -2.42975
H -1.53348 0.88656 -2.74236
*
```

The SMILES is [H]/N=C\NCC[C@H](C)[NH3+].



In order of decreasing stability: model ii, model i.



Model i:
Below is the molecule C2H4NOP, with properties calculated with wB97M-V/def2-TZVPD.

```
! RIJCOSX wB97M-V def2-TZVPD def2/J DEFGRID3
* xyz 0 1
H 0.80663 -2.55931 0.03852
N 1.21601 -1.63138 -0.01152
C 0.51940 -0.68392 -0.39065
C 0.64329 0.74087 -0.48520
P -1.32541 -0.30987 -0.78924
O -1.86823 -0.47205 0.75265
H 0.76048 1.31611 0.41765
H 0.90453 1.19057 -1.42622
H -2.49590 0.20507 1.02265
*
```

The SMILES is [H]/N=C1/CP1O.



Model ii:
Below is the molecule C2H4NOP, with properties calculated with wB97M-V/def2-TZVPD.

```
! RIJCOSX wB97M-V def2-TZVPD def2/J DEFGRID3
* xyz 0 1
C -0.93279 0.07020 -0.57762
C 0.65178 -0.67165 0.76932
N -0.33119 1.28292 -0.84035
O 1.43690 0.53046 0.63918
P 1.06287 1.66405 -0.37402
H -0.98090 -0.67703 -1.34342
H -2.02540 0.21089 -0.16443
H 0.05597 -0.99506 1.66643
H 1.06276 -1.41478 0.22490
*
```



Model iii:
Below is the molecule C2H4NOP, with properties calculated with wB97M-V/def2-TZVPD.

```
! RIJCOSX wB97M-V def2-TZVPD def2/J DEFGRID3
* xyz 0 1
N -1.61742 0.79468 1.75469
C -1.10809 0.95011 0.74066
C -0.63866 0.71102 -0.63344
O 0.74059 0.16521 -0.67868
P 0.82818 -1.34688 0.09578
H -1.19979 -0.20177 -1.08384
H -0.52427 1.51627 -1.27831
H 2.15849 -1.59807 -0.21147
H 1.36098 -0.99057 1.29461
*
```

The SMILES is N#CCOP.



In order of decreasing stability: model iii, model i, model ii.



Model i:
Below is the molecule C15H27N3O2, with properties calculated with wB97M-V/def2-TZVPD.

```
! RIJCOSX wB97M-V def2-TZVPD def2/J DEFGRID3
* xyz 0 1
N 3.10427 -4.72442 -1.51649
C 2.86087 -3.29568 -1.49605
C 2.01724 -2.79920 -0.31062
C 1.81033 -1.28825 -0.36306
C 1.07543 -0.72213 0.85287
C -0.39501 -1.18018 0.95384
C -0.58463 -2.28013 2.00489
N -0.28455 -1.71909 3.29828
C -0.55563 -0.43195 3.62035
O -0.18061 0.07371 4.65261
C -1.42252 0.31015 2.59913
O -2.19094 1.18082 2.94873
N -1.28811 -0.09433 1.31253
C -2.07397 0.54903 0.27902
C -1.26366 1.50417 -0.60570
C -2.13539 2.01829 -1.75260
C -1.34338 2.96737 -2.64774
C -0.79997 4.13971 -1.83712
C 0.06592 3.63386 -0.68775
C -0.73328 2.68794 0.20293
H 3.59952 -5.01195 -0.67899
H 2.22772 -5.23448 -1.54827
H 2.36028 -3.03399 -2.43256
H 3.83371 -2.79684 -1.48412
H 2.52406 -3.06459 0.62180
H 1.05130 -3.31167 -0.33003
H 2.78840 -0.80645 -0.42625
H 1.26143 -1.03326 -1.27290
H 1.09353 0.36649 0.78946
H 1.61112 -0.99644 1.76329
H -0.72275 -1.55379 -0.02179
H 0.08507 -3.11915 1.81367
H -1.62137 -2.64438 1.97251
H 0.20998 -2.27069 3.98426
H -2.53734 -0.22714 -0.34037
H -2.86040 1.10862 0.79095
H -0.41669 0.95708 -1.03588
H -2.99773 2.54465 -1.33836
H -2.50832 1.17777 -2.34337
H -1.98325 3.33469 -3.45258
H -0.51088 2.42586 -3.10396
H -1.63398 4.71720 -1.43300
H -0.21662 4.79939 -2.48263
H 0.43073 4.47592 -0.09703
H 0.93492 3.10825 -1.09280
H -1.57571 3.22366 0.64407
H -0.10911 2.33554 1.02682
*
```

The SMILES is NCCCC[C@H]1CNC(=O)C(=O)N1CC1CCCCC1.



Model ii:
Below is a structure of composition C15H27N3O2, with properties calculated with wB97M-V/def2-TZVPD.

```
! RIJCOSX wB97M-V def2-TZVPD def2/J DEFGRID3
* xyz 0 1
N -0.45714 2.87210 -3.04168
H -0.04493 3.60556 -3.43225
H -1.53091 2.84439 -3.28246
C -0.00063 1.55441 -3.42373
C 1.31067 1.54492 -3.05001
C 2.13458 0.11849 -3.04957
C 2.29169 -0.48194 -1.68499
H 2.65575 -0.09596 -0.99288
H 2.60950 -1.67924 -1.76999
C 0.73689 -0.82050 -0.94253
N 1.03502 -1.36841 0.48789
C 1.21063 -2.59743 0.78729
O 1.21219 -2.61203 1.94960
C 1.39378 -3.56342 -0.15567
O 1.88368 -4.56519 -0.12781
N 0.80218 -3.17896 -1.39623
H 0.66817 -3.78464 -2.09773
C 0.05574 -1.92915 -1.63409
H -0.17021 -1.93543 -2.57292
H -0.90262 -2.03203 -1.15002
C 0.85360 -0.17174 1.36663
H 1.92213 -0.36846 2.14787
H 1.19099 0.74608 0.99454
C -0.23040 -0.03705 2.22828
C -0.46793 0.73199 3.30754
C -1.65614 1.05741 4.19223
C -2.84193 1.56621 3.12950
C -2.89239 0.22490 2.16705
C -1.47283 0.35312 1.24168
H -1.37405 1.32943 0.84090
H -1.70899 -0.58041 0.54436
H -3.81794 0.58820 1.33370
H -3.09459 -0.62698 2.56541
H -2.66811 2.48878 2.68169
H -3.71240 1.48719 3.71468
H -1.45561 1.66413 5.03105
H -1.95666 0.02453 4.56219
H 0.13167 2.06077 2.98252
H 0.54386 0.68721 3.99622
H -0.42534 -1.13445 2.63642
H 0.26844 0.21183 -0.92127
H 1.80717 -0.57485 -3.69286
H 3.17210 0.10577 -3.45235
H 1.53569 1.96719 -2.02216
H 2.11096 2.00663 -3.65636
H -0.06180 1.39381 -4.42829
H -0.59354 0.90324 -2.91137
*
```



In order of decreasing stability: model i, model ii.



Model i:
Below is the molecule C3H4Br2O, with properties calculated with wB97M-V/def2-TZVPD.

```
! RIJCOSX wB97M-V def2-TZVPD def2/J DEFGRID3
* xyz 0 1
C 1.02268 -0.79247 0.44403
C 0.04711 0.33758 0.27165
Br -0.22688 1.46881 1.77187
O 0.23523 1.09689 -0.96728
C -1.06141 0.55474 -0.74820
Br -1.79501 -0.79642 -1.91123
H 2.01850 -0.42255 0.66606
H 1.03234 -1.28776 -0.44734
H 0.62503 -1.52294 1.13551
H -1.89759 1.36410 -0.21506
*
```

The SMILES is C[C@@]1(Br)O[C@H]1Br.



Model ii:
Below is a cluster of 2 separate species, C3H4Br2O in total, with properties calculated with wB97M-V/def2-TZVPD.

```
! RIJCOSX wB97M-V def2-TZVPD def2/J DEFGRID3
* xyz 0 1
C -0.78212 -0.20757 -0.32269
C -1.73738 0.43642 0.37737
C 1.27670 -0.17447 0.27890
O 1.96132 -1.14429 -0.35771
Br -3.62999 0.11020 -0.04670
Br 1.73050 1.68176 -0.06499
H -0.85779 -0.72171 -1.22438
H -1.76081 1.30009 1.12835
H 1.31550 -0.44248 1.38426
H 2.48407 -0.83795 -1.15241
*
```



In order of decreasing stability: model i, model ii.